This record from the OMol25 dataset describes C11H22N6O4 as an isolated structure at a distorted geometry. The level of theory is wB97M-V/def2-TZVPD.

Summary:
LUMO   0.2 eV
Orbital gap   9.39 eV
Molecular weight   302.34 u

Geometry (Å):
C  -0.694  -1.436  2.621
C  -0.223  -0.259  1.733
C  -2.236  -1.622  2.433
C  -2.873  -2.660  3.257
C  -4.381  -2.421  3.076
C  -0.039  0.560  -0.593
C  -0.529  1.955  -0.556
C  0.064  -0.005  -2.076
C  1.003  0.775  -3.158
C  2.623  0.620  -2.832
C  4.764  1.222  -3.915
H  0.906  -1.357  3.851
H  -0.103  -0.186  4.221
H  0.013  -2.349  2.348
H  -2.850  -0.687  2.702
H  -2.389  -1.626  1.333
H  -2.444  -3.712  3.066
H  -2.469  -2.203  4.342
H  -6.333  -2.074  4.087
H  -5.147  -2.036  5.242
H  -0.948  -1.062  -0.028
H  1.067  0.681  -0.331
H  0.082  -1.144  -2.093
H  -1.061  0.517  -2.431
H  1.057  0.096  -4.117
H  0.642  1.877  -3.363
H  2.814  -0.389  -3.180
H  2.595  0.877  -1.606
H  3.231  2.716  -3.325
H  4.850  0.394  -2.146
H  6.384  1.739  -5.061
H  4.990  1.735  -5.879
H  -0.218  2.185  1.431
N  -0.185  -1.256  3.979
N  -5.280  -2.595  4.053
N  -0.535  -0.354  0.462
N  3.369  1.532  -3.712
N  5.419  0.447  -3.118
N  5.329  2.029  -4.963
O  0.392  0.657  2.243
O  -4.866  -2.415  1.895
O  -0.951  2.450  -1.612
O  -0.368  2.685  0.487

Partial atomic charges computed with the natural (NBO) method, in multiples of e: atom 1 (C): -0.131, atom 2 (C): 0.681, atom 3 (C): -0.406, atom 4 (C): -0.498, atom 5 (C): 0.625, atom 6 (C): -0.179, atom 7 (C): 0.764, atom 8 (C): -0.455, atom 9 (C): -0.406, atom 10 (C): -0.241, atom 11 (C): 0.555, atom 12 (H): 0.360, atom 13 (H): 0.376, atom 14 (H): 0.214, atom 15 (H): 0.213, atom 16 (H): 0.222, atom 17 (H): 0.253, atom 18 (H): 0.239, atom 19 (H): 0.424, atom 20 (H): 0.367, atom 21 (H): 0.413, atom 22 (H): 0.217, atom 23 (H): 0.222, atom 24 (H): 0.267, atom 25 (H): 0.218, atom 26 (H): 0.254, atom 27 (H): 0.216, atom 28 (H): 0.160, atom 29 (H): 0.396, atom 30 (H): 0.347, atom 31 (H): 0.383, atom 32 (H): 0.378, atom 33 (H): 0.536, atom 34 (N): -0.830, atom 35 (N): -0.802, atom 36 (N): -0.586, atom 37 (N): -0.674, atom 38 (N): -0.720, atom 39 (N): -0.822, atom 40 (O): -0.673, atom 41 (O): -0.605, atom 42 (O): -0.601, atom 43 (O): -0.671